Computed, not measured: a molecular structure, C47H54InN5O4P2SSeSi2 in a non-equilibrium geometry, with ωB97M-V/def2-TZVPD.

Summary:
calculated total energy = -6649.869861 Ha
lowest unoccupied orbital energy = 4.08 eV
E_HOMO = -1.84 eV
Kohn-Sham gap = 5.9 eV

```
! RIJCOSX wB97M-V def2-TZVPD def2/J DEFGRID3
* xyz -2 1
In -0.185 0.062 1.087
C 3.022 -2.225 1.133
Si 2.901 -0.950 2.500
C 4.511 0.060 2.359
C 2.939 -1.972 4.091
N 1.472 0.000 2.477
C 1.174 0.820 3.563
C 2.139 1.221 4.500
C 1.840 2.027 5.598
C 0.551 2.505 5.753
C -0.422 2.140 4.824
C -0.171 1.271 3.754
N -1.161 0.853 2.868
Si -2.806 0.789 3.366
C -2.922 0.166 5.158
C -3.695 2.460 3.264
C -3.941 -0.398 2.466
H 4.056 -2.565 1.009
H 2.681 -1.796 0.193
H 2.388 -3.090 1.343
H 5.215 -0.176 3.165
H 4.299 1.135 2.392
H 5.013 -0.151 1.408
H 3.942 -2.353 4.317
H 2.265 -2.829 3.976
H 2.586 -1.392 4.948
H 3.162 0.881 4.373
H 2.617 2.273 6.313
H 0.293 3.149 6.586
H -1.424 2.542 4.932
H -2.072 0.481 5.768
H -2.932 -0.930 5.154
H -3.842 0.511 5.647
H -3.150 3.274 3.756
H -4.693 2.394 3.715
H -3.821 2.745 2.212
H -3.437 -1.357 2.303
H -4.244 -0.026 1.484
H -4.838 -0.571 3.072
C 1.336 -3.409 -1.954
N 0.739 -2.209 -2.611
P 1.521 -0.757 -1.901
C 3.281 -1.050 -2.454
C 3.623 -1.768 -3.597
C 4.949 -1.877 -3.990
C 5.952 -1.248 -3.256
C 5.618 -0.520 -2.123
C 4.291 -0.432 -1.719
C 1.343 0.518 -3.247
C 0.559 0.399 -4.388
C 0.577 1.383 -5.373
C 1.386 2.497 -5.230
C 2.158 2.637 -4.084
C 2.129 1.665 -3.100
P -0.986 -1.956 -2.283
C -1.757 -2.089 -3.970
C -1.192 -2.713 -5.080
C -1.891 -2.793 -6.278
C -3.164 -2.244 -6.381
C -3.728 -1.603 -5.284
C -3.027 -1.521 -4.085
C -1.651 -3.601 -1.758
C -2.437 -3.592 -0.607
C -2.985 -4.773 -0.114
C -2.750 -5.971 -0.768
C -2.001 -5.982 -1.944
C -1.467 -4.805 -2.441
H 2.409 -3.279 -1.847
H 1.167 -4.292 -2.569
H 0.924 -3.598 -0.960
H 2.840 -2.249 -4.176
H 5.205 -2.449 -4.875
H 6.988 -1.332 -3.563
H 6.393 -0.024 -1.549
H 4.028 0.116 -0.818
H -0.074 -0.457 -4.519
H -0.047 1.269 -6.253
H 1.407 3.262 -5.999
H 2.775 3.518 -3.947
H 2.701 1.809 -2.190
H -0.182 -3.106 -5.011
H -1.441 -3.280 -7.136
H -3.707 -2.298 -7.319
H -4.713 -1.157 -5.363
H -3.453 -0.988 -3.235
H -2.598 -2.649 -0.091
H -3.573 -4.753 0.796
H -3.150 -6.898 -0.372
H -1.833 -6.914 -2.473
H -0.908 -4.829 -3.368
C -1.970 6.721 3.645
C -1.427 5.687 2.690
C -2.000 5.498 1.434
C -1.479 4.565 0.552
C -0.384 3.792 0.930
C 0.198 3.973 2.174
C -0.327 4.915 3.046
S 0.413 2.761 -0.292
O 0.447 3.629 -1.450
O 1.692 2.363 0.263
N -0.385 1.421 -0.581
C -1.695 1.469 -1.232
C -2.658 0.410 -0.674
O -3.800 0.396 -1.154
O -2.198 -0.400 0.204
H -2.803 7.267 3.202
H -1.194 7.439 3.916
H -2.320 6.248 4.566
H -2.861 6.092 1.143
H -1.903 4.449 -0.437
H 1.060 3.378 2.452
H 0.120 5.039 4.027
H -1.591 1.247 -2.298
H -2.186 2.438 -1.136
Se -1.040 -4.270 2.638
C -0.501 -2.971 1.569
N -0.102 -2.149 0.829
*
```

Results of the Löwdin charge analysis, in e, for atoms 1 through 99:
1. In 0.695
2. C -0.186
3. Si 0.388
4. C -0.177
5. C -0.166
6. N -0.121
7. C -0.325
8. C -0.082
9. C -0.134
10. C -0.142
11. C -0.109
12. C -0.342
13. N -0.106
14. Si 0.406
15. C -0.170
16. C -0.170
17. C -0.173
18. H 0.038
19. H -0.045
20. H 0.022
21. H 0.019
22. H 0.025
23. H 0.002
24. H 0.020
25. H 0.021
26. H 0.018
27. H 0.072
28. H 0.080
29. H 0.082
30. H 0.082
31. H 0.009
32. H 0.026
33. H 0.020
34. H 0.005
35. H 0.019
36. H 0.024
37. H 0.025
38. H 0.017
39. H 0.030
40. C -0.186
41. N -0.472
42. P 1.040
43. C -0.362
44. C -0.095
45. C -0.096
46. C -0.110
47. C -0.088
48. C -0.107
49. C -0.333
50. C -0.084
51. C -0.089
52. C -0.106
53. C -0.086
54. C -0.114
55. P 1.075
56. C -0.368
57. C -0.124
58. C -0.104
59. C -0.116
60. C -0.090
61. C -0.080
62. C -0.334
63. C -0.115
64. C -0.126
65. C -0.102
66. C -0.098
67. C -0.109
68. H 0.054
69. H 0.064
70. H 0.057
71. H 0.102
72. H 0.092
73. H 0.089
74. H 0.098
75. H 0.099
76. H 0.056
77. H 0.095
78. H 0.090
79. H 0.103
80. H 0.095
81. H 0.096
82. H 0.091
83. H 0.088
84. H 0.097
85. H 0.093
86. H 0.084
87. H 0.085
88. H 0.093
89. H 0.090
90. H 0.088
91. C -0.061
92. C -0.286
93. C -0.051
94. C -0.060
95. C -0.251
96. C -0.041
97. C -0.037
98. S 0.530
99. O -0.306